Formula: C8H14N2O2
Source: the Open Molecules 2025 dataset
Level of theory: ωB97M-V/def2-TZVPD

**Max |F|**: 5.07 eV/A
**Multiplicity**: 3
**Frontier orbital gap (spin up / spin down)**: 0.250 / 0.256 Ha
**Energy relative to the best compared isomer or geometry (same formula, charge and spin)**: 136.4 kJ/mol
**DFT total energy**: -15588.8336 eV
**<S²>**: 2.02
**E_LUMO (spin up / spin down)**: 0.71 / -2.86 eV

Structure (XYZ):
```
26
Properties=species:S:1:pos:R:3:forces:R:3
C -1.199 1.768 0.410 -1.04 0.16 -3.77
C -0.609 1.678 1.589 -0.83 0.57 2.71
C -0.368 1.351 -0.825 -1.79 -0.96 -0.30
C 0.687 1.070 1.758 0.06 2.26 3.66
C -0.183 -0.205 -0.832 -2.85 1.95 -0.94
C 0.545 -0.572 0.390 0.30 -4.86 -1.42
C 0.472 -0.733 -2.067 -1.11 1.73 -2.92
C -0.173 -1.692 1.155 3.83 0.02 1.02
N -1.627 -0.730 -0.981 3.67 -2.09 1.07
N 2.015 -0.704 0.170 -3.98 -0.88 1.50
O 2.541 0.137 -0.499 1.35 1.64 -0.96
O 2.530 -1.690 0.676 0.96 -0.55 0.42
H -2.249 2.074 0.058 1.62 -0.03 1.65
H -1.193 2.089 2.487 0.80 -1.25 -0.97
H -0.921 1.594 -1.765 0.60 0.09 0.66
H 0.546 1.867 -0.780 1.38 0.63 -0.28
H 1.562 1.549 1.331 -0.05 -0.49 -0.62
H 0.909 0.492 2.712 -0.44 0.90 -1.26
H 1.299 -1.292 -1.851 2.57 -0.95 0.27
H 0.708 0.195 -2.703 0.04 -1.83 0.47
H -0.131 -1.487 -2.628 -0.15 1.11 0.42
H 0.619 -2.203 1.828 -1.66 0.75 -0.93
H -0.558 -2.397 0.443 0.00 -0.48 -0.55
H -1.011 -1.340 1.694 -0.79 0.62 0.83
H -2.081 -0.167 -1.603 -1.17 1.76 -2.33
H -2.131 -0.653 -0.168 -1.33 0.18 2.58
```
Forces are in eV/Å.